ORCA calculation (ωB97M-V with the def2-TZVPD basis set) on one molecule with the formula C4H12N4O2.

XYZ file:
```
22
Properties=species:S:1:pos:R:3:forces:R:3
C -0.76145 0.56986 1.95589 -0.17 1.71 -2.04
C -0.89648 0.50029 0.43882 -0.93 -3.40 2.37
N -2.23931 0.38920 0.08109 -2.39 -2.17 1.94
N -0.11280 -0.66517 -0.02422 1.57 4.62 -2.64
C 1.23868 -0.30950 -0.84597 -2.77 4.22 3.81
C 0.98125 0.28828 -2.13178 0.00 -1.64 -3.16
N 1.98354 0.67566 -0.11837 1.93 -2.93 1.76
N -0.30040 -1.84571 0.41088 1.28 -0.84 0.28
O 0.52188 -2.64460 0.00621 0.39 -2.38 -0.14
O -1.17883 -2.06988 1.20977 -1.42 -0.73 0.55
H -1.46173 1.19182 2.41091 -1.38 1.27 0.39
H -0.89974 -0.34638 2.33394 -0.42 -3.27 1.55
H 0.16873 0.92367 2.21579 2.37 0.73 0.61
H -0.46710 1.32374 0.03301 1.20 2.39 -1.53
H -2.65765 -0.57109 0.22850 0.93 1.61 0.24
H -2.51467 0.64891 -0.79798 -0.26 1.01 -2.66
H 1.63821 -1.22069 -0.81398 2.31 -3.17 -0.29
H 1.92739 0.75969 -2.43063 -0.36 -0.26 -0.24
H 0.77573 -0.60207 -2.80406 -0.16 1.50 0.11
H 0.21628 1.04515 -2.17741 -0.46 0.06 0.11
H 1.72833 1.59994 0.02347 -1.24 1.84 -0.59
H 2.31014 0.35889 0.79609 -0.04 -0.18 -0.44
```
Positions in Å, forces in eV/Å.

Computed properties:
2S+1 = 1
maximum force = 0.12299 hartree/bohr
SMILES = C[C@H](N)N([C@@H](C)N)[N+](=O)[O-]
relative energy (zero: lowest compared OMol25 entry of this formula, charge and spin) = 5.541 eV
DFT total energy = -528.94260 hartree
Kohn-Sham gap = 10.18 eV
lowest unoccupied orbital energy = 0.726 eV
HOMO = -9.5 eV